Entry 1:
A 15-piece molecular cluster, C34H30Cl42F18N3O2 overall in a non-equilibrium geometry, computed with ωB97M-V with the def2-TZVPD basis set.

Geometry as XYZ:
```
129
Properties=species:S:1:pos:R:3:forces:R:3
Cl 3.362 -7.337 -4.867 -0.211 0.124 0.021
Cl 3.008 -2.170 2.769 -0.251 -0.151 1.033
Cl 0.477 -3.238 3.730 0.258 -0.129 -0.374
Cl 5.847 9.320 7.520 -0.099 -0.008 -0.008
Cl 6.542 3.996 4.292 0.069 -0.060 0.247
Cl 7.021 4.523 -3.640 -0.458 0.084 -0.156
Cl 0.291 5.153 -2.412 -0.151 0.084 -0.090
Cl 0.086 -7.736 0.739 -0.112 -0.360 0.191
Cl 11.772 5.196 -2.602 -0.036 -0.107 0.045
Cl 4.559 4.255 -2.126 -0.054 0.673 -0.697
Cl 10.788 2.725 -3.771 -0.001 0.004 0.074
Cl -3.110 4.677 -5.490 -0.078 -0.137 0.005
Cl 3.557 4.560 2.464 -0.047 0.019 -0.147
Cl 2.477 -9.275 1.332 -0.127 -0.007 -0.052
Cl 2.773 -3.098 5.514 0.059 -0.043 -0.233
Cl 0.828 -6.343 -3.851 -0.064 -0.495 -0.611
Cl 6.090 4.836 1.045 0.125 0.057 -0.078
Cl -9.225 5.735 3.716 -0.049 -0.065 -0.067
Cl -0.990 7.761 -2.551 -0.440 -0.196 -0.273
Cl -9.151 -5.349 -3.681 0.039 0.093 0.040
Cl -0.103 6.443 -4.982 -0.019 0.028 0.125
Cl -2.342 2.228 -6.845 -0.041 0.021 0.109
Cl 4.292 8.841 5.110 -0.114 0.038 0.111
Cl 3.859 11.258 6.666 -0.016 -0.106 0.025
Cl 8.957 5.519 3.750 -0.037 -0.044 0.064
Cl -0.599 -0.445 8.398 -0.068 -0.055 -0.095
Cl -10.089 2.998 4.169 -0.001 0.030 -0.094
Cl -7.990 3.556 2.240 -0.293 0.367 0.247
Cl 3.075 -4.534 -4.181 -0.158 -0.142 0.009
Cl -8.356 -3.169 -5.432 0.017 0.012 0.082
Cl -10.983 -3.152 -4.191 0.124 -0.003 0.051
Cl 1.859 9.023 -1.723 0.183 -0.034 0.193
Cl 1.629 9.030 1.172 -0.061 -0.093 -0.083
Cl 5.730 6.881 -2.543 -0.092 -0.124 -0.011
Cl 4.731 7.187 2.080 0.016 -0.156 -0.142
Cl 2.165 6.542 -0.242 -0.454 0.417 -0.056
Cl 9.326 3.990 -1.603 0.373 -0.111 0.226
Cl -1.137 2.897 -4.284 -0.269 -0.057 -0.128
Cl -0.411 -2.897 6.851 -0.258 0.105 0.275
Cl -0.819 -0.351 5.503 -0.059 -0.015 0.036
Cl 6.830 6.684 5.352 0.134 -0.223 -0.023
Cl 1.395 -9.254 -1.365 -0.056 0.007 0.043
F -8.439 -2.503 -0.882 1.155 0.403 0.666
F -1.997 -3.671 0.842 -1.139 -0.828 -0.286
F -7.073 -4.494 -0.560 0.713 0.995 0.648
F -4.385 -2.326 0.130 -0.564 -1.339 0.317
F -2.334 -5.649 1.754 -0.624 0.860 -0.857
F -4.436 -4.311 2.238 -0.034 0.431 -1.580
F -8.518 -1.288 1.405 1.166 -0.337 -1.137
F -6.151 1.978 1.038 0.005 -1.619 -1.262
F 2.178 -5.907 0.257 0.438 1.343 -0.604
F -5.441 0.829 -0.755 -0.955 0.104 1.101
F -8.616 1.050 0.860 1.028 -0.554 -0.806
F -6.542 -1.670 -1.566 -0.115 -0.418 1.529
F -4.762 -3.881 -1.364 0.006 -0.172 1.487
F -8.445 0.351 -1.191 1.243 -0.208 0.827
F -4.941 -5.821 0.742 0.866 1.131 -0.323
F -6.964 -3.595 1.435 0.808 0.363 -0.892
F -6.901 2.434 -0.943 0.270 -1.193 0.773
F -6.382 -0.806 1.483 -0.531 -0.442 -1.065
O 4.082 -2.640 -2.197 -0.387 -0.895 -0.521
O 1.959 -1.833 -1.783 0.528 0.135 0.834
N 1.398 -2.948 -1.232 -1.385 -1.629 -0.563
N 0.119 -2.957 -3.217 -0.008 -0.436 1.941
N -0.189 -4.717 -1.496 0.746 1.367 -0.259
C -4.967 -3.571 -0.029 0.143 1.366 -0.661
C 2.794 -4.649 0.075 0.258 0.204 0.719
C 7.678 5.195 4.926 0.009 0.155 -0.023
C -7.182 -2.130 -0.441 -1.263 -0.081 -0.756
C -0.764 6.206 -3.363 0.122 -0.013 -0.083
C 5.479 5.280 -3.242 0.215 0.289 -0.172
C -1.679 -4.660 -1.699 0.147 -1.368 0.018
C -6.529 -3.444 0.157 -0.958 -1.226 -0.605
C 0.473 -3.535 -1.940 -0.944 -0.301 -1.880
C 4.964 0.079 1.447 -0.585 0.237 -1.290
C -6.508 1.390 -0.132 0.077 2.245 -1.363
C -9.290 -3.616 -3.999 -0.114 -0.034 -0.062
C 4.490 -1.040 0.663 -0.055 1.979 -1.826
C -7.436 -0.990 0.619 -0.540 0.928 0.910
C 3.404 -1.872 -1.626 1.684 1.906 1.983
C -7.755 0.436 -0.017 -1.206 0.316 0.842
C 4.525 5.580 1.389 0.224 0.004 -0.125
C 1.754 -3.476 0.095 0.458 -0.526 1.345
C 4.930 1.437 0.922 -0.576 -2.020 -1.024
C -4.281 -4.620 0.904 -0.043 -0.649 1.402
C -2.733 -4.838 0.691 1.181 -1.458 0.147
C 4.281 9.544 6.733 0.043 0.126 -0.037
C 3.968 0.576 -1.249 0.707 -0.419 2.366
C 10.924 3.679 -2.289 0.032 0.088 0.012
C 4.449 1.661 -0.428 -0.139 -1.001 0.774
C 1.007 -9.198 0.359 0.175 -0.012 0.003
C 1.339 8.107 -0.305 0.183 0.313 0.085
C -9.483 4.152 2.976 0.078 0.065 0.096
C -2.334 -5.610 -0.610 -0.159 0.938 -0.579
C -1.159 -1.298 6.958 0.090 0.015 0.115
C 2.238 -3.348 3.854 -0.214 -0.006 0.371
C -2.602 2.999 -5.277 0.150 -0.026 -0.199
C 3.988 -0.775 -0.680 -0.553 1.530 -0.212
C 2.265 -5.961 -4.824 0.635 0.004 -0.191
H 0.206 -5.484 -2.079 -0.153 0.546 1.148
H -0.173 -3.721 -3.830 -0.110 0.219 0.217
H 8.134 4.792 5.824 -0.043 0.017 -0.105
H -10.228 4.258 2.195 0.078 -0.015 0.077
H -3.218 -6.109 -1.070 0.515 0.433 0.544
H 0.830 -3.863 0.599 0.677 0.419 -0.688
H 5.269 2.282 1.550 -0.261 -0.664 -0.546
H 0.274 7.923 -0.388 0.131 -0.049 0.025
H -1.898 -5.118 -2.702 -0.129 0.742 0.789
H 2.540 -4.344 3.545 -0.014 0.101 0.005
H -1.733 5.728 -3.455 0.104 0.036 0.002
H 2.138 -2.660 0.755 -0.384 -0.477 -1.097
H -2.233 -1.429 7.036 0.109 0.014 -0.023
H 3.589 0.795 -2.268 0.277 -0.350 0.816
H -3.393 2.470 -4.766 -0.026 -0.011 0.028
H 4.904 5.392 -4.155 -0.013 -0.031 0.130
H -0.701 -2.374 -3.013 0.414 0.246 -0.588
H 3.528 9.031 7.321 0.079 0.042 -0.069
H 1.941 -5.747 -5.838 -0.087 -0.055 0.128
H -1.613 -6.409 -0.319 -0.618 0.806 -0.300
H 11.501 3.108 -1.568 -0.051 0.048 -0.088
H 4.489 -2.070 1.048 0.372 0.807 -0.459
H -2.025 -3.605 -1.641 0.064 -0.890 -0.029
H 0.393 -10.060 0.599 0.047 0.097 -0.033
H -8.885 -3.081 -3.148 -0.044 -0.060 -0.097
H 4.010 5.674 0.430 0.443 -0.095 0.595
H 4.417 2.705 -0.835 0.136 -1.827 0.939
H 3.413 -4.639 -0.852 -0.516 -0.257 0.641
H 5.325 -0.139 2.477 -0.266 0.382 -0.950
H 3.450 -4.521 0.978 -0.444 -0.044 -0.915
```
Forces are in eV/Å.

Properties
total charge	+1
max |F|	0.0627	hartree/bohr
HOMO-LUMO gap	8.481	eV
multiplicity	1
electronic energy	-22753.50629	a.u.

Entry 2:
C34H30Cl6F4MoN4O2S as an isolated structure, computed with ωB97M-V with the def2-TZVPD basis set.

Geometry as XYZ:
```
82
Properties=species:S:1:pos:R:3:forces:R:3
Mo 0.611 1.960 0.456 -0.790 0.045 0.454
Cl -0.353 -3.691 3.351 0.013 0.094 -0.023
Cl 3.028 3.702 0.983 0.025 0.034 -0.045
Cl 1.633 -4.164 -2.275 0.012 -0.029 0.010
Cl -0.303 -8.359 -4.950 -0.007 0.014 0.012
Cl 3.148 0.105 -2.948 -0.016 -0.015 0.005
Cl 7.475 3.186 -2.060 -0.015 -0.005 0.007
S -3.231 -2.962 3.422 -0.026 -0.029 0.011
F -1.793 6.364 -1.446 -0.013 -0.001 -0.031
F 0.377 8.081 2.349 0.014 0.034 0.026
F 0.991 5.628 3.147 0.070 0.103 0.042
F -1.188 3.870 -0.643 -0.056 -0.159 -0.065
O -0.774 -3.036 -0.753 -0.075 -0.011 -0.161
O 2.024 1.653 -0.680 0.535 -0.166 -0.474
N -0.709 0.828 -0.750 -0.083 0.347 0.170
N -1.075 -0.774 -2.187 -0.032 0.009 0.097
N 0.035 3.327 1.699 -0.105 -0.302 -0.066
N 0.141 0.735 2.222 0.038 0.000 0.005
C -1.963 1.024 -1.312 -0.012 0.060 0.029
C 3.292 1.982 -1.025 -0.133 -0.010 0.141
C -0.847 4.931 0.126 0.018 -0.024 0.032
C 2.633 0.386 2.573 0.038 0.029 -0.018
C -0.875 -2.039 -2.884 0.028 0.136 -0.014
C -1.121 -0.093 2.088 0.070 -0.081 0.052
C -1.054 -4.496 -2.741 -0.039 -0.071 0.090
C 5.245 1.726 -2.388 -0.061 -0.017 0.012
C 3.939 2.979 -0.307 0.086 -0.006 -0.047
C -4.186 -2.985 2.001 0.020 0.043 -0.030
C -0.749 7.297 0.449 -0.005 -0.032 -0.016
C 5.230 3.368 -0.598 -0.028 -0.072 -0.058
C -3.464 -3.347 0.909 0.012 0.011 0.039
C -0.047 7.066 1.614 0.025 -0.071 0.026
C -0.223 -0.284 -1.303 0.301 -0.032 -0.117
C -1.141 6.206 -0.303 0.030 0.027 0.066
C -2.196 0.022 -2.190 0.004 0.100 -0.088
C -0.598 -6.886 -4.110 -0.003 -0.018 -0.013
C 0.236 -4.998 -2.907 0.034 0.010 -0.003
C -2.104 -5.232 -3.285 0.004 -0.012 0.034
C -2.408 0.693 1.910 -0.029 -0.004 0.006
C -2.088 -3.610 1.201 -0.037 -0.048 0.109
C 0.399 3.044 3.105 0.111 0.006 0.044
C 3.950 1.349 -2.069 0.167 0.070 0.025
C -0.179 4.669 1.320 0.140 0.081 -0.027
C -1.371 -3.197 -2.033 0.053 -0.174 0.104
C 5.871 2.727 -1.655 0.002 0.030 0.030
C -0.023 1.627 3.422 0.013 0.005 -0.005
C -1.845 -3.439 2.533 0.047 -0.014 -0.052
C 0.256 5.780 2.043 -0.089 0.066 -0.116
C -1.073 -4.065 0.203 0.032 0.033 -0.086
C 1.262 -0.243 2.437 -0.030 -0.053 0.027
C 0.474 -6.183 -3.580 -0.036 0.003 -0.007
C -1.895 -6.417 -3.969 0.057 0.015 0.004
H -2.722 -6.975 -4.382 -0.011 -0.008 -0.009
H -2.586 1.859 -1.056 -0.026 0.081 0.014
H 5.764 1.241 -3.202 0.005 0.000 -0.002
H -3.118 -4.871 -3.161 -0.011 0.007 0.004
H 2.690 1.091 3.402 0.001 0.002 0.011
H -1.401 -2.002 -3.836 -0.012 -0.016 0.004
H -1.423 -4.958 -0.316 -0.014 -0.062 -0.007
H 1.482 -6.554 -3.692 0.011 -0.007 -0.004
H -3.155 0.022 1.484 -0.006 0.008 0.000
H 0.550 1.222 4.256 -0.010 0.006 -0.019
H -5.240 -2.770 2.058 -0.028 0.021 -0.003
H 1.477 3.174 3.245 -0.058 0.033 0.010
H -2.305 1.549 1.243 0.017 -0.016 0.025
H 0.191 -2.142 -3.070 -0.021 -0.013 -0.046
H 5.727 4.143 -0.035 0.007 0.008 0.006
H 2.966 0.890 1.663 -0.017 -0.006 -0.009
H -1.182 -0.689 3.005 0.012 -0.004 -0.047
H -2.463 -3.123 -1.943 0.013 -0.012 0.009
H -2.810 1.059 2.853 -0.008 -0.008 0.008
H 0.740 -0.728 -1.107 -0.008 0.005 0.001
H -0.966 8.306 0.126 -0.006 0.010 -0.007
H -1.070 1.612 3.704 -0.003 0.038 0.010
H 1.016 -0.813 3.338 0.004 0.002 -0.056
H -0.135 -4.316 0.695 -0.017 -0.002 0.001
H -3.033 -0.170 -2.837 -0.031 -0.002 0.002
H -0.966 -0.797 1.272 0.013 0.041 -0.018
H 1.232 -0.949 1.604 0.024 0.021 -0.015
H -0.090 3.747 3.776 -0.086 -0.070 -0.003
H 3.359 -0.403 2.771 -0.002 -0.011 0.017
H -3.903 -3.467 -0.071 -0.011 0.006 -0.026
```
Forces are in eV/Å.

Properties
total charge	+2
max |F|	0.0177	hartree/bohr
relative energy (zero: lowest compared OMol25 entry of this formula, charge and spin)	125.7	kJ/mol
HOMO-LUMO gap (spin up / spin down)	5.946 / 6.210	eV
multiplicity	3
electronic energy	-5309.59910	a.u.

Entry 3:
C34H30ClF6N6O2PS2Sc as an isolated structure in a non-equilibrium geometry, computed with ωB97M-V with the def2-TZVPD basis set.

Geometry as XYZ:
```
83
Properties=species:S:1:pos:R:3:forces:R:3
Sc 1.488 -0.229 0.099 -0.194 0.513 0.644
Cl 1.180 5.146 -5.100 0.068 -0.516 0.377
S 6.108 -1.072 -0.762 0.785 -0.531 -0.201
S 3.084 1.218 4.397 0.685 -0.336 0.340
P -2.550 2.283 -0.193 0.234 -0.473 0.584
F -0.594 -3.645 0.901 0.072 0.009 -0.445
F -1.936 -2.014 0.223 0.481 -1.132 1.000
F -2.397 -3.261 1.971 -0.320 -0.002 0.073
F -0.225 -3.173 3.869 -0.938 -1.178 0.266
F 0.859 -1.385 3.960 0.597 0.490 -0.150
F 1.399 -2.911 2.515 -0.234 0.544 -0.316
O 0.043 -0.745 1.302 0.325 -0.383 -0.012
O 1.306 1.723 -0.320 -0.146 0.030 -0.611
N 0.799 1.659 3.099 0.440 -0.027 1.797
N 0.738 -0.383 -1.975 0.245 -0.511 -1.108
N 4.073 -0.866 -2.498 0.672 -0.032 1.197
N 2.520 0.537 1.977 0.528 -0.256 1.413
N 3.765 -0.252 -0.161 1.252 -0.541 -1.107
N 1.865 -2.362 -0.664 -0.554 -0.541 -0.201
C -1.058 -3.342 -3.424 -0.257 -0.209 -1.088
C -0.602 -2.026 -3.330 -0.442 1.209 0.643
C -5.600 -0.118 1.026 -1.673 0.144 -0.320
C 1.318 4.051 -3.731 0.042 -0.076 -0.708
C 1.350 2.431 -1.417 0.679 -0.001 -0.271
C -3.215 3.305 -1.543 0.897 1.987 0.572
C 5.785 -0.788 0.889 -0.576 0.351 0.812
C 2.459 -3.326 -0.007 0.398 0.468 0.002
C -4.897 2.515 1.404 -0.316 0.434 -0.256
C 4.325 0.473 3.445 1.062 -0.391 0.045
C -1.405 -2.670 1.325 0.235 1.500 -0.680
C 0.597 -4.060 -1.854 -0.646 -0.322 -1.095
C 2.246 -4.674 -0.269 0.142 -0.686 0.482
C -1.740 -0.815 2.945 1.012 -0.979 1.262
C 1.006 2.713 -3.834 -0.448 0.767 -1.560
C 0.353 -2.285 3.094 0.328 0.615 1.126
C -6.134 2.047 1.886 1.339 -0.363 -1.077
C 1.771 4.549 -2.529 0.646 0.375 2.310
C 1.786 3.784 -1.352 -0.988 -0.644 -1.194
C 3.853 0.188 2.208 -0.538 0.520 0.072
C -0.630 -1.567 2.172 -1.310 -0.161 -1.783
C 2.024 1.065 3.084 -1.426 0.984 -1.452
C 0.962 -2.742 -1.636 0.404 0.774 0.826
C -0.445 -4.348 -2.775 -0.008 -1.511 1.111
C 1.294 -5.036 -1.158 0.172 -0.859 0.121
C 0.695 0.524 -2.908 -1.269 -1.337 -0.146
C 1.065 1.872 -2.732 -0.060 0.700 1.389
C -4.474 0.344 0.447 1.217 1.486 0.240
C -4.085 1.676 0.635 0.047 0.696 0.061
C 4.527 -0.288 1.013 0.290 -0.499 -0.385
C -1.925 3.644 0.913 0.277 -0.540 0.482
C -6.508 0.736 1.619 0.377 0.723 1.370
C 0.356 -1.715 -2.354 -1.349 1.128 -1.389
C 4.515 -0.674 -1.193 -1.420 0.267 -0.314
H 5.348 0.302 3.836 -1.029 0.209 -0.310
H -7.436 0.389 2.042 -0.216 -0.261 -0.167
H 2.767 -5.425 0.302 0.170 0.012 0.051
H -1.892 3.334 1.981 -0.100 0.093 -0.652
H -4.613 3.585 1.521 -0.257 -0.949 0.106
H 4.712 -1.274 -3.169 -0.129 0.217 0.278
H 0.225 0.173 -3.874 0.948 0.814 0.690
H 6.445 -1.011 1.732 -0.020 0.189 -0.709
H 1.070 -6.076 -1.338 -0.042 -0.142 0.014
H -0.845 -5.385 -2.844 0.564 0.870 -0.021
H -1.215 -0.026 3.524 -0.661 -0.645 -0.016
H 0.379 1.915 4.008 0.390 -0.272 -1.195
H -3.622 4.277 -1.104 0.186 -1.260 -0.857
H -2.364 3.558 -2.215 -0.517 -0.014 0.384
H 2.153 5.564 -2.412 -0.345 -0.108 -0.438
H -3.861 -0.301 -0.122 0.677 -0.660 -0.519
H -2.238 -1.612 3.567 0.335 1.352 -0.136
H 0.221 1.602 2.288 -0.343 -0.152 -0.385
H 3.148 -3.042 0.773 0.154 0.146 0.113
H -6.773 2.705 2.403 -0.716 0.648 0.561
H 0.654 2.346 -4.818 0.327 0.055 0.731
H -0.895 3.803 0.597 0.164 0.062 0.029
H -2.475 -0.348 2.303 0.058 -0.104 -0.421
H 2.005 4.173 -0.359 0.206 0.108 -0.396
H 3.323 -0.323 -2.886 -0.144 0.189 0.225
H -5.899 -1.106 0.850 -0.273 -1.434 -0.078
H -1.186 -1.279 -3.935 0.927 -0.542 0.921
H -1.887 -3.604 -4.072 0.033 0.308 -0.052
H -2.418 4.612 0.843 -0.346 -0.052 -0.043
H -3.923 2.763 -2.118 -0.835 -0.349 -0.454
```
Forces are in eV/Å.

Properties
total charge	+1
max |F|	0.0472	hartree/bohr
relative energy (zero: lowest compared OMol25 entry of this formula, charge and spin)	93.3	kJ/mol
HOMO-LUMO gap	7.028	eV
multiplicity	1
electronic energy	-4750.57671	a.u.